one:
Computed, not measured: a single C5H15N3 molecule, with ωB97M-V with the def2-TZVPD basis set.

Calculated values
HOMO-LUMO gap   9.086 eV
HOMO energy   -0.294 Eh

Geometry (Å):
C (-1.51471, 0.29290, -2.70722)
N (-0.72902, 0.09840, -1.48445)
C (-0.87659, 0.96681, -0.34478)
C (-0.11066, 0.32531, 0.88538)
C (-0.29021, 1.30621, 2.06268)
N (1.21192, -0.06487, 0.41360)
C (1.67890, -1.29965, 1.04547)
N (1.41822, -2.47345, 0.18000)
H (-1.81374, -0.70647, -3.03056)
H (-2.52900, 0.61880, -2.45788)
H (-0.92588, 0.88624, -3.40474)
H (0.23608, -0.19941, -1.52568)
H (-1.93664, 1.17403, -0.13729)
H (-0.45061, 1.99484, -0.51050)
H (-0.71682, -0.54245, 1.16235)
H (-1.06283, 2.06198, 1.92806)
H (0.63845, 1.87108, 2.23208)
H (-0.34335, 0.77819, 3.01900)
H (1.87544, 0.68640, 0.30061)
H (2.77170, -1.30124, 1.10193)
H (1.26593, -1.59487, 2.01339)
H (0.41898, -2.56675, 0.01231)
H (1.78442, -2.31204, -0.75375)

natural (NBO) atomic charge list, values in e, 2 entries: C -0.420; N -0.679



two:
Computed, not measured: a molecular structure, C5H15N3, with ωB97M-V with the def2-TZVPD basis set.

Calculated values
HOMO-LUMO gap   7.635 eV
HOMO energy   -0.248 Eh

Geometry (Å):
C (-0.16171, 0.77860, 0.04779)
C (-0.23653, -0.52212, 0.66844)
C (0.28291, 0.90556, -1.38864)
C (-0.55073, -1.78764, -0.08607)
C (-2.22091, 0.69651, 0.03937)
N (1.59222, -0.75333, 1.12389)
N (0.17814, 1.86264, 0.85415)
N (2.52543, -1.19744, 0.16125)
H (1.94886, 0.11705, 1.51920)
H (-0.60237, -0.52385, 1.69060)
H (0.79954, 2.56516, 0.48148)
H (-0.12550, 1.82304, 1.81734)
H (2.26067, -2.10691, -0.20492)
H (2.68511, -0.56369, -0.62623)
H (1.31206, 0.56139, -1.51836)
H (0.23831, 1.94229, -1.73046)
H (-0.34454, 0.30670, -2.04884)
H (-1.62835, -1.95198, -0.14581)
H (-0.14913, -1.77646, -1.10022)
H (-0.10313, -2.63593, 0.43717)
H (-2.53981, 0.19559, -0.87467)
H (-2.73389, 0.29928, 0.91565)
H (-2.42667, 1.76553, -0.03209)

natural (NBO) atomic charge list, values in e, 2 entries: C 0.258; C -0.038



three:
Computed, not measured: 3 unconnected molecules or ions with the total composition C5H15N3, with ωB97M-V with the def2-TZVPD basis set.

Calculated values
HOMO-LUMO gap (alpha / beta)   7.806 / 7.142 eV
HOMO energy (alpha / beta)   -0.259 / -0.252 Eh

Geometry (Å):
C (-0.22104, -0.66518, 2.63181)
C (-0.85025, 1.53714, 0.33032)
N (0.12412, -1.09387, 1.29964)
C (0.36276, 0.67549, 0.12954)
N (-0.89182, -1.79421, 0.74227)
C (1.61364, 1.16895, 0.18378)
H (-1.82360, -1.36784, 0.83321)
H (-0.68810, -2.01042, -0.23474)
H (-0.24642, -1.52431, 3.31418)
H (0.54253, 0.02941, 2.97948)
H (-1.20927, -0.17506, 2.69082)
H (-0.71787, 2.27509, 1.12346)
H (-1.11375, 2.07483, -0.58440)
H (-1.72634, 0.92927, 0.57930)
H (2.47055, 0.51985, 0.04796)
H (1.82135, 2.19858, 0.45105)
C (0.18533, -0.97762, -2.28393)
N (0.65806, 0.12801, -2.96503)
H (-0.03734, 0.72854, -3.38603)
H (1.42557, 0.62282, -2.51545)
H (0.91957, -1.74425, -2.05876)
H (-0.76738, -1.36072, -2.62638)
H (0.16971, -0.17450, -0.68210)

natural (NBO) atomic charge list, values in e, 2 entries: C -0.464; C -0.662



one is preferred energetically. Next in line: 282.7 kJ/mol higher.



one:
Computed, not measured: a single C5H15N3 molecule, with ωB97M-V with the def2-TZVPD basis set.

Calculated values
HOMO-LUMO gap   7.914 eV
HOMO energy   -0.257 Eh

Geometry (Å):
C (0.52327, 0.11107, -0.64336)
C (1.59004, -0.13686, 0.46575)
C (1.20030, 0.40240, 1.82579)
C (-0.78402, -1.87543, -0.04893)
C (0.45624, 1.59072, -1.00467)
N (-0.82577, -0.41736, -0.23119)
N (-1.71459, -0.16748, -1.52420)
N (-1.42618, 0.13836, 0.99636)
H (0.80293, -0.46328, -1.53084)
H (-2.35402, 0.57577, -1.24015)
H (-2.29371, -0.98125, -1.72035)
H (-1.45528, 1.15117, 0.86600)
H (-0.07456, 0.27129, 1.93218)
H (2.51191, 0.32722, 0.09987)
H (1.77282, -1.21038, 0.54209)
H (1.27367, 1.48817, 1.86070)
H (1.81027, -0.01807, 2.62133)
H (-1.80034, -2.20982, 0.14298)
H (-0.39179, -2.35581, -0.94615)
H (-0.17461, -2.11059, 0.82263)
H (-0.11193, 1.74535, -1.92062)
H (-0.00131, 2.17363, -0.20700)
H (1.46667, 1.97117, -1.15821)

natural (NBO) atomic charge list, values in e, 2 entries: C -0.030; C -0.416



two:
Computed, not measured: 2 unconnected molecules or ions with the total composition C5H15N3, with ωB97M-V with the def2-TZVPD basis set.

Calculated values
HOMO-LUMO gap   9.056 eV
HOMO energy   -0.296 Eh

Geometry (Å):
C (1.12205, 0.06445, -0.97231)
C (2.43810, -0.26152, -0.31581)
C (0.64854, -0.97151, -1.95576)
N (-0.59955, -0.96048, 0.43407)
H (1.17274, 1.02867, -1.46450)
H (-1.31033, -1.61631, 0.11208)
H (-0.02653, -1.34650, 1.17875)
H (-0.39127, -0.80473, -2.23877)
H (3.22218, -0.30724, -1.08335)
H (2.75688, 0.52923, 0.36501)
H (2.41354, -1.21601, 0.21531)
H (1.28078, -0.92225, -2.85264)
H (0.74724, -1.98975, -1.57294)
C (-1.50137, 0.61202, 2.09651)
C (-1.02572, 0.44149, 0.64244)
N (-2.13567, 0.65456, -0.27360)
N (0.05659, 1.27823, 0.27515)
H (-1.82058, 1.05083, -1.15349)
H (-2.86578, 1.24474, 0.11016)
H (0.65241, 1.51471, 1.06713)
H (-2.35300, -0.03700, 2.32110)
H (-1.78522, 1.65147, 2.27267)
H (-0.69601, 0.36291, 2.79279)

natural (NBO) atomic charge list, values in e, 2 entries: C 0.083; C -0.663



two is preferred energetically. Next in line: 153.2 kJ/mol higher.



one:
Computed, not measured: a gas-phase ion, C2H2Cl3O2S (charge -1), with ωB97M-V with the def2-TZVPD basis set.

Calculated values
HOMO-LUMO gap   7.806 eV
HOMO energy   -0.164 Eh
Net charge   -1

Geometry (Å):
C (0.03619, 0.44108, 0.00990)
C (0.96344, 1.30696, 0.84874)
O (2.66870, -0.95489, 1.74570)
O (0.57616, 1.68439, 1.93866)
S (2.73047, 0.17246, 0.77170)
Cl (-1.59705, 1.22430, -0.14036)
Cl (2.51986, -0.68310, -1.11725)
Cl (1.68002, 2.69027, -0.34438)
H (0.41711, 0.15050, -1.03859)
H (-0.03496, -0.55282, 0.62667)

natural (NBO) atomic charge list, values in e, 2 entries: C -0.486; C 0.350



two:
Computed, not measured: a molecular structure, C2H2Cl3O2S, with ωB97M-V with the def2-TZVPD basis set.

Calculated values
HOMO-LUMO gap (alpha / beta)   6.832 / 6.833 eV
HOMO energy (alpha / beta)   -0.134 / -0.134 Eh
Net charge   -1

Geometry (Å):
C (-0.10079, 1.15057, -0.49570)
C (0.89895, 0.11197, -0.17206)
O (-1.21836, -0.63147, 1.69256)
O (1.58052, -0.07605, 0.83360)
S (-0.31848, -1.47946, 0.92290)
Cl (0.74474, 2.61467, -0.86797)
Cl (-1.56470, -3.23125, 0.59352)
Cl (1.63577, -0.78274, -1.68233)
H (-0.86297, 0.99259, -1.22932)
H (-0.79468, 1.33117, 0.40480)

natural (NBO) atomic charge list, values in e, 2 entries: C -0.527; C 0.438



one is preferred energetically. Next in line: 55.0 kJ/mol higher.